80
Properties=species:S:1:pos:R:3 method="wB97M-V/def2-TZVPD" smiles="O=C1OC[C@@H](F)O1.O=C1OC[C@@H](F)O1.O=C1OC[C@@H](F)O1.O=C1OCCO1.O=C1OCCO1.O=C1OCCO1.O=C1OCCO1.O=C1OCCO1" charge=0 e_homo_ev=-10.38 multiplicity=1 lumo_ev=-0.10
O -6.081 2.555 1.968
C -5.208 2.150 1.278
O -4.200 1.313 1.582
C -3.197 1.498 0.606
C -4.004 1.925 -0.618
F -4.581 0.907 -1.355
O -5.016 2.658 0.020
H -2.441 2.221 0.920
H -2.610 0.597 0.440
H -3.363 2.340 -1.395
O -1.183 0.252 -1.437
C -0.260 0.247 -0.659
O 0.304 -0.779 -0.058
C 1.414 -0.388 0.755
C 1.681 1.031 0.191
F 2.681 0.924 -0.731
O 0.464 1.355 -0.439
H 1.114 -0.434 1.798
H 2.254 -1.066 0.630
H 1.924 1.783 0.936
O -3.158 -1.014 -4.851
C -3.213 -1.668 -3.856
O -4.260 -2.521 -3.596
C -4.102 -2.939 -2.242
C -2.620 -2.765 -1.997
F -1.996 -3.946 -2.311
O -2.263 -1.773 -2.930
H -4.634 -2.310 -1.522
H -4.368 -3.980 -2.087
H -2.406 -2.371 -1.004
O 0.953 2.418 -7.132
C 0.087 2.189 -6.354
O 0.244 2.010 -5.019
C -0.994 1.678 -4.402
C -2.006 2.182 -5.437
O -1.216 2.318 -6.611
H -0.972 0.583 -4.403
H -0.953 2.019 -3.371
H -2.519 3.092 -5.124
H -2.747 1.399 -5.584
O 0.374 -2.701 2.213
C -0.292 -3.434 2.868
O -0.769 -4.597 2.478
C -1.181 -5.410 3.612
C -1.533 -4.262 4.564
O -0.832 -3.130 4.095
H -2.014 -6.056 3.355
H -0.344 -6.029 3.925
H -1.099 -4.504 5.541
H -2.584 -4.088 4.789
O 2.681 0.719 3.437
C 2.563 0.073 4.429
O 2.609 0.593 5.666
C 2.356 -0.408 6.661
C 2.689 -1.662 5.889
O 2.646 -1.275 4.485
H 3.136 -0.100 7.360
H 1.383 -0.409 7.149
H 2.108 -2.543 6.151
H 3.733 -1.970 5.978
O 4.500 -2.755 -0.308
C 5.540 -2.195 -0.327
O 5.960 -1.322 0.602
C 7.339 -1.132 0.462
C 7.670 -1.644 -0.928
O 6.503 -2.403 -1.268
H 7.690 -0.098 0.371
H 7.977 -1.568 1.229
H 8.548 -2.288 -0.884
H 7.783 -0.879 -1.695
O -3.779 5.391 -2.225
C -2.631 5.364 -1.965
O -2.101 4.634 -0.918
C -0.701 4.491 -1.191
C -0.434 5.773 -1.902
O -1.608 5.906 -2.661
H -0.223 4.303 -0.223
H -0.410 3.534 -1.643
H 0.419 5.810 -2.582
H -0.218 6.579 -1.191


55
Properties=species:S:1:pos:R:3 method="wB97M-V/def2-TZVPD" charge=+3 e_homo_ev=-16.76 e_above_lowest_kj_mol=0.0 multiplicity=1 lumo_ev=-11.20
Ta 0.241 0.460 -0.727
C -0.325 3.515 -1.345
O -0.378 2.413 -0.364
C -1.070 2.691 0.869
C -1.550 3.931 1.214
C -2.204 4.037 2.437
C -2.353 2.925 3.254
C -1.856 1.685 2.876
C -1.201 1.566 1.662
N -0.636 0.355 1.128
N -0.730 -0.667 1.983
C -0.287 -1.868 1.776
C 0.395 -2.291 0.570
O 0.548 -1.346 -0.379
C 0.845 -3.556 0.376
C 0.639 -4.499 1.405
C -0.003 -4.191 2.601
C -0.177 -5.193 3.589
C -0.811 -4.895 4.768
C -1.280 -3.596 4.979
C -1.122 -2.591 4.026
C -0.488 -2.869 2.832
H -1.346 3.805 -1.577
H 0.168 3.125 -2.230
H 0.245 4.328 -0.906
H -1.438 4.797 0.578
H -2.598 4.995 2.746
H -2.867 3.024 4.200
H -1.982 0.825 3.514
H 1.349 -3.835 -0.539
H 0.998 -5.511 1.251
H 0.197 -6.191 3.397
H -0.948 -5.653 5.526
H -1.781 -3.355 5.908
H -1.498 -1.599 4.230
F -2.916 -1.019 -4.995
C -1.811 -0.568 -4.456
C -1.817 -0.180 -3.122
C -0.646 0.300 -2.573
C 0.582 0.419 -3.319
C 0.508 -0.056 -4.638
F 1.594 -0.059 -5.400
C -0.653 -0.532 -5.213
C 1.866 1.046 -2.811
C 2.827 1.609 -3.639
C 3.978 2.151 -3.083
C 4.176 2.150 -1.703
C 3.187 1.632 -0.911
N 2.068 1.097 -1.455
H -2.725 -0.286 -2.543
H -0.650 -0.877 -6.240
H 2.687 1.631 -4.706
H 4.727 2.583 -3.736
H 5.070 2.562 -1.257
H 3.252 1.624 0.170


10
Properties=species:S:1:pos:R:3 method="wB97M-V/def2-TZVPD" smiles="O=[NH+][O-].NOP=O" charge=0 e_homo_ev=-11.06 e_above_lowest_kj_mol=43.9 multiplicity=1 lumo_ev=-0.62
O -2.008 1.458 -0.580
N -1.414 1.454 0.466
O -0.987 2.424 1.056
H -1.375 0.636 0.997
N 1.080 -1.321 -1.343
O 2.026 -1.021 -0.265
P 1.580 -0.793 1.223
O 0.104 -0.835 1.191
H 0.101 -1.490 -0.924
H 0.891 -0.512 -1.822


6
Properties=species:S:1:pos:R:3 method="wB97M-V/def2-TZVPD" smiles="N#P=P[PH]#P" charge=0 e_homo_ev="-8.03 / -8.11" e_above_lowest_kj_mol=425.7 multiplicity=1 lumo_ev="-2.92 / -2.87"
N -0.619 -0.483 2.191
P 0.474 0.477 2.032
P 1.138 1.298 0.032
P -0.110 0.035 -1.104
P -1.467 -1.435 -0.971
H 0.585 0.108 -2.180


51
Properties=species:S:1:pos:R:3 method="wB97M-V/def2-TZVPD" smiles="C[N+](=O)[O-].C[N+](=O)[O-].C[N+](=O)[O-].C[N+](=O)[O-].C[N+](=O)[O-].ClCCCl.ClCCCl" charge=0 e_homo_ev=-10.47 e_above_lowest_kj_mol=0.0 multiplicity=1 lumo_ev=0.10
C 0.433 5.078 2.343
N 0.983 3.807 1.780
O 1.904 3.277 2.367
O 0.448 3.367 0.784
H 0.265 5.744 1.504
H 1.154 5.485 3.040
H -0.495 4.808 2.844
C 0.077 -5.007 -1.783
N 0.458 -5.124 -0.349
O 1.194 -6.031 -0.022
O -0.044 -4.322 0.406
H -0.322 -4.013 -1.928
H -0.734 -5.736 -1.868
H 0.902 -5.315 -2.411
C -1.543 -1.277 -4.555
N -1.946 -0.146 -5.455
O -1.465 -0.084 -6.567
O -2.751 0.642 -4.994
H -2.479 -1.661 -4.171
H -0.930 -0.832 -3.773
H -0.955 -1.985 -5.127
C -1.275 3.794 -2.206
N -0.894 2.619 -3.039
O -1.022 1.518 -2.535
O -0.525 2.828 -4.168
H -1.112 3.541 -1.164
H -2.335 3.937 -2.402
H -0.688 4.646 -2.523
C 3.017 -4.212 1.392
N 3.099 -3.101 0.419
O 2.556 -3.231 -0.664
O 3.684 -2.106 0.784
H 4.017 -4.415 1.758
H 2.569 -5.082 0.927
H 2.405 -3.844 2.213
Cl -0.317 -1.150 -1.158
C 0.845 -0.277 -0.124
C 0.542 -0.601 1.320
Cl 1.822 0.031 2.367
H 0.748 0.783 -0.338
H 1.826 -0.650 -0.408
H 0.483 -1.680 1.460
H -0.420 -0.180 1.607
Cl -2.036 2.141 2.245
C -1.178 1.738 3.762
C -2.003 2.109 4.971
Cl -2.241 3.868 5.099
H -0.213 2.237 3.768
H -1.042 0.659 3.754
H -1.495 1.791 5.880
H -2.971 1.615 4.937


23
Properties=species:S:1:pos:R:3 method="wB97M-V/def2-TZVPD" charge=+1 e_homo_ev=-12.53 e_above_lowest_kj_mol=322.5 multiplicity=1 lumo_ev=-4.66
C 1.142 2.641 -0.578
C -2.487 -2.039 -0.377
C -1.251 0.188 0.242
C -0.954 -0.049 1.756
C 3.323 0.227 0.355
C 1.984 0.422 -0.371
N 1.277 1.550 -0.053
N 1.324 -0.407 -1.046
N -3.647 -1.960 -1.049
Br -2.199 1.503 -0.393
H 0.615 3.433 -0.022
H 1.441 3.076 -1.526
H -2.142 -3.061 -0.111
H -0.568 0.864 2.246
H -0.240 -0.835 1.805
H -1.886 -0.457 2.229
H 3.608 0.899 1.198
H 3.261 -0.793 0.677
H 4.122 0.328 -0.309
H -0.543 -0.192 -0.480
H 1.894 -1.249 -1.305
H -3.908 -2.891 -1.511
H -4.166 -1.200 -1.376